Formula: C16H25NO4Si
Source: the OMol25 dataset
Level of theory: ωB97M-V/def2-TZVPD

```
47
Properties=species:S:1:pos:R:3:forces:R:3:nbo_charge:R:1
C 2.579 -2.003 0.012 0.2 -0.6 0.9 -0.663
C 1.661 -0.893 -0.313 0.1 3.0 1.0 0.156
N 1.963 0.355 0.148 0.3 -5.0 -0.5 0.347
O 3.079 0.462 0.703 -0.6 2.1 0.0 -0.492
O 1.044 1.462 0.159 1.1 0.1 0.5 -0.387
C -0.332 1.186 0.050 -1.8 -1.2 -1.5 0.562
O -0.989 0.714 1.285 1.2 -0.1 -1.8 -0.927
Si -0.515 0.827 2.883 0.6 -0.2 1.1 1.867
C -2.069 0.450 3.920 0.6 1.6 0.2 -1.121
C 0.987 -0.355 3.375 -1.3 0.5 -0.7 -1.115
C -0.139 2.642 3.086 1.0 -0.7 1.2 -1.152
C -1.010 2.539 -0.433 -1.9 -1.6 0.2 -0.439
C -1.859 2.457 -1.789 2.8 0.5 -1.2 -0.397
C -1.001 1.779 -2.964 -0.3 -0.6 1.2 -0.397
C -0.344 0.379 -2.577 -2.0 1.4 1.3 -0.416
C -0.566 0.059 -1.066 -0.2 -1.1 0.9 -0.224
C 0.296 -1.230 -0.663 -3.0 0.1 -0.1 -0.246
C 0.184 -2.415 -1.625 1.6 0.7 -1.1 -0.093
C 1.099 -2.601 -2.747 -0.2 0.2 0.3 -0.338
C 0.705 -3.701 -3.420 1.1 0.8 0.0 0.114
O -0.336 -4.258 -2.833 -1.9 -0.1 1.9 -0.402
C -0.633 -3.473 -1.718 -1.0 0.0 0.1 0.068
H 2.123 -3.006 -0.099 -0.1 0.8 -0.1 0.232
H 3.457 -2.002 -0.591 0.8 0.1 -0.5 0.240
H 2.940 -1.907 1.048 -0.1 0.1 -0.2 0.249
H -2.375 -0.489 3.542 -0.9 -1.1 -0.2 0.231
H -1.994 0.420 5.036 0.3 -0.1 -1.0 0.246
H -2.799 1.257 3.683 0.2 -0.7 0.0 0.234
H 1.830 0.037 2.835 0.6 0.1 -0.4 0.247
H 0.884 -1.428 3.103 -0.1 0.7 0.3 0.232
H 1.250 -0.234 4.426 -0.3 -0.2 0.1 0.239
H 0.231 3.059 2.178 -0.1 0.5 -0.8 0.241
H 0.696 2.787 3.779 -0.1 0.0 0.2 0.241
H -0.993 3.152 3.510 -0.3 0.3 -0.2 0.237
H -0.221 3.259 -0.472 0.3 0.7 -0.3 0.228
H -1.746 2.790 0.361 0.7 0.1 -0.4 0.233
H -2.100 3.488 -2.154 0.4 -0.6 0.6 0.218
H -2.807 1.980 -1.764 -0.7 -0.7 0.8 0.205
H -1.603 1.678 -3.874 -0.1 0.0 0.2 0.207
H -0.209 2.449 -3.222 0.6 0.6 -0.1 0.200
H 0.707 0.373 -2.740 0.8 0.0 -0.6 0.206
H -0.848 -0.420 -3.141 0.5 0.2 0.2 0.224
H -1.644 -0.182 -0.915 0.7 0.0 -0.1 0.225
H -0.123 -1.561 0.307 -0.2 -0.1 -0.3 0.238
H 1.961 -2.006 -2.944 0.3 0.3 -0.3 0.227
H 1.088 -4.218 -4.277 0.1 0.0 -0.2 0.205
H -1.508 -3.656 -1.091 0.3 -0.6 -0.6 0.209
```
Forces are in eV/Å.

Calculated values
* energy relative to the best compared isomer or geometry (same formula, charge and spin): 266.3 kJ/mol
* HOMO level: -8.273 eV
* max |F|: 5.07 eV Å⁻¹
* SMILES: CC1=[N+]([O-])O[C@@]2(O[Si](C)(C)C)CCCC[C@H]2[C@H]1c1ccoc1
* electronic energy: -1269.7691 a.u.
* Kohn-Sham gap: 8.902 eV
* E_LUMO: 0.63 eV
* net charge: 0